{
  "formula": "C60H154N10O22",
  "method": "ωB97M-V with the def2-TZVPD basis set",
  "orbital_gap_ev": 8.90,
  "e_above_lowest_ev": 0.000,
  "homo_energy_ev": -8.352,
  "e_tot_ev": -124646.553,
  "smiles": "COCCNCCOC.COCCNCCOC.COCCNCCOC.COCCNCCOC.COCCNCCOC.COCCNCCOC.COCCNCCOC.COCCNCCOC.COCCNCCOC.COCCNCCOC.O.O",
  "species": ["O", "O", "O", "O", "O", "O", "O", "O", "O", "O", "O", "O", "O", "O", "O", "O", "O", "O", "O", "O", "O", "O", "N", "N", "N", "N", "N", "N", "N", "N", "N", "N", "C", "C", "C", "C", "C", "C", "C", "C", "C", "C", "C", "C", "C", "C", "C", "C", "C", "C", "C", "C", "C", "C", "C", "C", "C", "C", "C", "C", "C", "C", "C", "C", "C", "C", "C", "C", "C", "C", "C", "C", "C", "C", "C", "C", "C", "C", "C", "C", "C", "C", "C", "C", "C", "C", "C", "C", "C", "C", "C", "C", "H", "H", "H", "H", "H", "H", "H", "H", "H", "H", "H", "H", "H", "H", "H", "H", "H", "H", "H", "H", "H", "H", "H", "H", "H", "H", "H", "H", "H", "H", "H", "H", "H", "H", "H", "H", "H", "H", "H", "H", "H", "H", "H", "H", "H", "H", "H", "H", "H", "H", "H", "H", "H", "H", "H", "H", "H", "H", "H", "H", "H", "H", "H", "H", "H", "H", "H", "H", "H", "H", "H", "H", "H", "H", "H", "H", "H", "H", "H", "H", "H", "H", "H", "H", "H", "H", "H", "H", "H", "H", "H", "H", "H", "H", "H", "H", "H", "H", "H", "H", "H", "H", "H", "H", "H", "H", "H", "H", "H", "H", "H", "H", "H", "H", "H", "H", "H", "H", "H", "H", "H", "H", "H", "H", "H", "H", "H", "H", "H", "H", "H", "H", "H", "H", "H", "H", "H", "H", "H", "H", "H", "H", "H", "H", "H", "H", "H", "H", "H", "H", "H", "H", "H", "H"],
  "coordinates": [[-9.77, -26.61, -22.29], [-16.06, -23.44, -21.02], [-4.41, -24.81, -18.69], [-3.84, -28.50, -22.45], [-11.62, -14.19, -20.68], [-8.89, -23.47, -11.43], [-6.70, -22.39, -21.78], [-8.26, -23.34, -17.11], [-12.64, -27.64, -11.75], [-14.37, -30.10, -19.68], [-13.87, -18.70, -22.79], [-8.44, -28.94, -14.54], [-8.57, -27.27, -26.49], [-13.28, -23.02, -16.31], [-12.37, -28.30, -19.18], [-14.10, -27.35, -23.87], [-12.16, -18.79, -18.90], [-10.89, -22.61, -24.23], [-5.66, -28.96, -17.68], [-16.22, -21.95, -25.26], [-11.94, -23.11, -20.38], [-4.90, -23.40, -25.77], [-11.84, -20.59, -16.63], [-13.38, -21.75, -25.44], [-6.03, -29.10, -20.58], [-11.75, -24.77, -11.66], [-8.78, -26.25, -15.08], [-5.71, -25.07, -21.53], [-11.38, -25.99, -20.02], [-11.58, -16.71, -22.33], [-5.71, -26.28, -26.06], [-14.81, -25.99, -21.33], [-13.42, -26.45, -11.84], [-3.25, -27.54, -23.31], [-10.07, -22.79, -11.70], [-4.63, -26.04, -19.49], [-11.34, -18.51, -17.82], [-3.94, -24.45, -25.72], [-15.54, -24.21, -19.96], [-11.50, -18.21, -22.40], [-11.37, -21.61, -15.72], [-6.08, -27.32, -26.97], [-10.62, -23.87, -23.77], [-5.68, -27.86, -16.78], [-11.50, -12.85, -20.41], [-5.92, -25.86, -20.29], [-5.16, -28.69, -22.80], [-11.54, -23.68, -19.17], [-13.01, -27.32, -24.74], [-14.45, -23.81, -16.14], [-7.36, -28.00, -26.43], [-14.06, -22.19, -24.24], [-17.13, -22.56, -26.08], [-7.25, -22.37, -17.40], [-13.29, -17.95, -19.01], [-15.37, -22.86, -24.54], [-15.70, -25.64, -20.28], [-7.99, -23.36, -12.49], [-6.54, -30.00, -19.61], [-12.49, -18.89, -23.27], [-5.87, -29.69, -21.88], [-3.14, -24.78, -18.09], [-10.42, -14.85, -21.04], [-12.59, -22.46, -15.19], [-11.92, -25.11, -18.97], [-9.57, -27.21, -21.06], [-14.77, -18.58, -23.90], [-12.46, -22.75, -26.11], [-7.21, -21.10, -21.34], [-9.98, -26.25, -19.94], [-13.02, -28.65, -12.73], [-9.89, -27.07, -14.83], [-7.74, -29.83, -13.62], [-6.90, -29.32, -18.28], [-4.47, -25.62, -26.55], [-7.66, -23.42, -21.78], [-12.88, -25.36, -10.94], [-10.79, -19.83, -17.22], [-11.06, -22.41, -25.64], [-9.02, -25.08, -15.83], [-10.77, -16.31, -21.20], [-4.48, -22.29, -25.00], [-11.23, -23.62, -10.98], [-6.90, -24.71, -22.22], [-11.81, -21.72, -20.41], [-14.80, -27.43, -21.61], [-9.35, -27.34, -23.44], [-9.44, -28.20, -13.91], [-15.44, -22.18, -21.15], [-13.65, -27.72, -22.50], [-7.77, -24.35, -16.33], [-9.16, -27.29, -27.78], [-6.67, -25.35, -19.62], [-11.70, -25.54, -20.91], [-9.00, -26.60, -24.16], [-8.39, -30.69, -13.47], [-10.60, -22.27, -16.18], [-9.73, -28.21, -27.84], [-14.40, -26.73, -11.51], [-10.28, -22.78, -12.80], [-9.73, -14.73, -20.26], [-10.24, -28.08, -21.00], [-6.96, -21.88, -16.43], [-12.19, -23.28, -14.57], [-10.28, -28.83, -13.63], [-10.48, -18.41, -22.86], [-7.48, -28.93, -26.91], [-12.60, -29.56, -12.36], [-9.80, -16.82, -21.16], [-2.33, -25.04, -18.76], [-14.55, -17.68, -24.51], [-9.92, -14.55, -21.99], [-6.19, -27.00, -28.03], [-4.64, -27.58, -16.64], [-5.20, -24.25, -21.32], [-14.98, -19.45, -24.52], [-16.73, -25.93, -20.36], [-10.01, -21.80, -11.33], [-3.47, -21.93, -25.26], [-12.11, -23.03, -10.61], [-14.21, -21.28, -23.71], [-11.21, -24.67, -24.24], [-12.80, -27.11, -22.18], [-12.47, -26.39, -24.71], [-12.57, -21.14, -19.91], [-13.35, -27.66, -25.72], [-7.75, -21.61, -17.99], [-4.66, -25.30, -27.60], [-11.99, -23.09, -18.31], [-5.37, -28.10, -26.96], [-15.54, -21.58, -20.24], [-9.86, -26.92, -19.01], [-6.42, -25.57, -26.14], [-10.94, -21.30, -25.82], [-8.42, -23.68, -13.43], [-11.13, -25.56, -11.81], [-14.91, -30.47, -19.05], [-7.27, -23.97, -15.43], [-14.68, -28.02, -20.71], [-10.88, -23.82, -22.67], [-10.46, -23.57, -18.98], [-7.50, -30.40, -19.93], [-3.13, -25.46, -17.20], [-17.72, -21.79, -26.59], [-11.93, -29.11, -19.53], [-9.67, -25.31, -16.74], [-15.92, -21.56, -21.85], [-12.42, -18.56, -24.30], [-15.07, -23.66, -25.17], [-13.28, -21.90, -14.51], [-7.65, -22.35, -12.66], [-15.75, -27.90, -22.07], [-8.11, -23.53, -20.75], [-10.03, -19.60, -16.48], [-3.78, -26.09, -20.17], [-10.32, -27.54, -15.71], [-8.43, -27.34, -28.56], [-14.09, -21.56, -26.11], [-11.23, -12.32, -21.34], [-2.92, -23.74, -17.75], [-16.73, -23.17, -26.86], [-5.26, -30.66, -21.81], [-10.12, -28.05, -23.81], [-15.35, -26.15, -19.27], [-12.63, -25.85, -10.02], [-10.83, -21.22, -14.90], [-12.34, -28.12, -24.47], [-11.54, -25.42, -18.03], [-15.70, -18.37, -23.38], [-12.09, -18.14, -17.08], [-13.44, -28.78, -22.56], [-6.88, -30.17, -14.18], [-7.16, -28.26, -25.37], [-15.15, -23.40, -15.39], [-8.50, -27.94, -23.18], [-7.79, -21.24, -20.43], [-9.57, -24.19, -23.90], [-5.75, -27.74, -22.86], [-7.10, -23.94, -12.19], [-2.13, -27.52, -23.24], [-7.44, -29.34, -12.66], [-11.14, -16.66, -20.19], [-3.48, -27.71, -24.40], [-3.75, -26.45, -26.57], [-6.32, -22.72, -17.88], [-9.01, -27.69, -12.97], [-13.69, -24.67, -10.83], [-10.85, -21.31, -20.00], [-12.51, -28.40, -13.65], [-12.96, -16.92, -19.11], [-14.97, -23.74, -17.09], [-5.16, -28.76, -20.23], [-10.68, -12.63, -19.71], [-17.75, -23.13, -25.42], [-10.22, -20.39, -18.06], [-13.78, -29.41, -19.35], [-12.48, -22.59, -27.20], [-14.47, -24.12, -19.79], [-6.62, -24.40, -23.27], [-5.93, -30.85, -19.42], [-9.61, -24.34, -15.26], [-4.63, -26.91, -18.87], [-13.44, -22.87, -23.50], [-11.84, -21.34, -21.42], [-3.82, -24.72, -24.63], [-13.07, -25.19, -19.01], [-8.05, -26.77, -15.48], [-7.70, -25.48, -22.27], [-14.23, -24.82, -15.82], [-9.31, -25.38, -19.84], [-13.85, -18.07, -18.06], [-12.69, -23.76, -25.88], [-10.33, -22.95, -26.17], [-13.98, -18.16, -19.88], [-5.17, -21.45, -25.06], [-12.08, -27.50, -19.72], [-15.81, -23.24, -23.60], [-12.44, -12.51, -20.07], [-6.34, -26.84, -20.64], [-15.23, -25.50, -22.13], [-9.71, -26.40, -27.85], [-8.03, -20.67, -22.01], [-3.53, -26.52, -23.00], [-12.41, -19.97, -23.38], [-13.33, -26.02, -12.82], [-6.45, -20.41, -21.16], [-7.48, -28.41, -18.37], [-12.59, -16.38, -22.18], [-7.53, -29.99, -17.65], [-16.07, -23.95, -18.97], [-10.88, -23.84, -9.99], [-8.61, -23.26, -22.44], [-14.38, -22.30, -21.36], [-14.08, -28.57, -13.13], [-4.52, -22.48, -23.90], [-5.23, -29.06, -23.81], [-6.01, -28.17, -15.81], [-2.94, -24.21, -26.15], [-8.56, -27.44, -20.99], [-6.86, -29.95, -22.41], [-7.08, -25.08, -16.88], [-6.25, -26.99, -17.12], [-10.69, -26.49, -14.40], [-10.62, -17.71, -18.07], [-12.51, -20.93, -17.28], [-11.44, -18.58, -21.34]],
  "mulliken_charge": [0.977, -0.424, -0.078, -0.488, -0.246, -0.421, -0.412, 0.409, -0.359, -0.627, -0.152, -0.121, -0.097, 0.021, -0.868, -0.466, 0.346, -0.122, -0.454, -0.293, 1.408, -0.345, -0.202, 0.001, 0.409, 0.194, 0.172, 0.088, 1.533, -0.444, 0.259, 0.575, -0.540, -0.320, 0.251, -1.453, -1.302, -0.334, 0.660, 0.221, -0.531, -0.920, 0.723, -0.163, -0.799, 2.405, 0.207, -0.061, -0.718, -0.436, -0.395, 1.362, -0.892, -0.645, -0.988, -1.107, -1.321, -0.209, -1.540, 0.101, -1.072, -0.880, -0.872, -0.587, -1.686, -0.051, -0.929, -0.516, -0.321, 0.126, -0.574, -0.715, -0.848, 0.613, -1.046, 1.166, -0.955, 0.122, -0.998, 0.947, 0.035, -0.624, -1.205, -0.042, -0.739, -0.946, -0.987, -0.671, -0.827, 0.206, 0.579, -0.884, -0.664, -0.468, 0.314, 0.341, -0.310, 0.302, 0.532, -0.398, 0.446, 0.288, 0.273, 0.010, 0.356, 0.106, 0.623, 0.314, 0.420, 0.344, 0.353, 0.360, 0.411, 0.346, 0.581, 0.309, 0.617, 0.484, 0.325, 0.530, -0.369, -0.468, -0.213, -0.069, 0.549, 0.465, 0.064, 0.402, -0.188, 0.501, 0.467, -0.261, 0.025, 0.270, -0.241, -0.032, 0.254, 0.316, 0.338, -0.010, 0.144, 0.515, 0.268, 0.238, 0.335, -0.759, 0.444, 0.681, 0.676, 0.393, 0.387, 0.218, -0.498, 0.621, 0.647, 0.084, 0.341, 0.340, 0.310, 0.220, 0.319, 0.398, 0.136, 0.349, 0.356, 0.969, 0.340, 0.612, 0.284, 0.519, 0.605, 0.250, -0.177, 0.369, -0.083, -0.152, -0.019, -0.362, 0.302, 0.362, 0.316, -0.233, 0.155, 0.491, 0.034, 0.285, 0.577, -0.279, 0.073, 0.455, -0.210, 0.159, 0.295, 0.345, -0.332, 0.453, 0.486, -0.586, 0.025, 0.461, -0.529, 0.361, -1.129, -0.260, 0.142, -0.478, 0.203, -0.992, 0.270, -0.192, 0.448, 0.123, 0.577, -0.054, 0.285, 0.280, 0.390, 0.238, -1.077, -0.031, 0.240, 0.196, -0.008, -0.608, 0.244, 0.388, -0.385, 0.320, 0.417, 0.290, 0.456, -0.259, 0.112, 0.322, 0.132, 0.710, 0.098, 0.398, -0.491, 0.284, -0.897, -0.179, 0.527, 0.356, 0.236, -0.216]
}

{
  "formula": "C43H46LiO19S",
  "method": "ωB97M-V with the def2-TZVPD basis set",
  "orbital_gap_ev": 6.24,
  "e_above_lowest_ev": 1.725,
  "charge": -1,
  "homo_energy_ev": -5.033,
  "e_tot_ev": -95272.071,
  "species": ["S", "O", "O", "O", "O", "O", "O", "O", "O", "O", "O", "O", "O", "O", "O", "O", "O", "O", "O", "O", "C", "C", "C", "C", "C", "C", "C", "C", "C", "C", "C", "C", "C", "C", "C", "C", "C", "C", "C", "C", "C", "C", "C", "C", "C", "C", "C", "C", "C", "C", "C", "C", "C", "C", "C", "C", "C", "C", "C", "C", "C", "C", "C", "Li", "H", "H", "H", "H", "H", "H", "H", "H", "H", "H", "H", "H", "H", "H", "H", "H", "H", "H", "H", "H", "H", "H", "H", "H", "H", "H", "H", "H", "H", "H", "H", "H", "H", "H", "H", "H", "H", "H", "H", "H", "H", "H", "H", "H", "H", "H"],
  "coordinates": [[-0.65, -0.06, 0.09], [0.68, 3.44, -1.05], [-3.57, 1.86, -0.70], [-0.42, 1.34, 0.36], [1.28, 0.25, -2.88], [2.86, -7.33, 0.21], [1.87, 2.30, 8.10], [6.53, 2.30, -2.60], [-0.57, 0.85, 3.36], [-3.39, -1.24, -2.31], [-0.55, -0.70, 1.38], [-1.98, -0.21, -0.54], [0.99, -2.18, 3.25], [-2.48, -1.20, 3.29], [1.07, -2.71, -2.25], [-3.36, 4.94, -4.59], [-6.52, 2.59, 3.95], [0.35, -0.55, -0.84], [-2.02, -0.16, -7.56], [6.29, -2.99, 2.09], [3.34, 0.69, -1.52], [-1.30, -0.63, -5.42], [2.82, -1.94, 1.71], [-4.03, -0.47, -4.44], [-4.08, 1.10, 1.55], [-4.92, 1.40, 2.69], [1.37, 0.58, 4.86], [1.53, -3.91, -1.82], [-6.08, 3.21, 1.62], [1.28, 1.87, 6.96], [-3.02, -0.80, -3.52], [2.67, -3.80, -1.07], [4.56, 1.54, -3.86], [-2.40, 4.63, -3.73], [4.22, -3.79, 3.24], [-0.40, 5.24, -2.37], [3.28, -5.03, -0.52], [2.67, 0.61, -2.75], [0.15, 2.51, 6.65], [-2.87, -2.55, 3.48], [-5.86, 2.47, 2.69], [-1.48, 5.58, -3.14], [4.68, 1.22, -1.42], [4.26, -2.06, 1.53], [-0.38, 2.08, 5.38], [-0.26, 3.86, -1.97], [-2.37, -0.34, -6.25], [-4.27, 2.01, 0.44], [-5.27, 2.99, 0.40], [-1.65, -0.82, -3.97], [0.20, 1.13, 4.55], [3.29, 0.99, -3.82], [2.94, -3.48, 3.56], [2.27, -2.54, 2.81], [5.28, 1.62, -2.56], [-1.08, 2.90, -2.55], [2.49, -6.20, -0.54], [-2.16, 3.32, -3.39], [1.93, 0.89, 6.11], [0.79, -5.10, -1.87], [1.27, -6.36, -1.28], [4.91, -2.90, 2.28], [-3.74, -0.22, -5.86], [-0.41, 2.41, 1.92], [-4.45, -0.10, -6.74], [5.03, 1.99, -4.71], [0.65, 2.62, -0.52], [0.67, -2.19, -1.48], [-5.10, -0.38, -4.08], [-1.19, -0.50, -7.97], [-4.69, 0.73, 3.52], [-0.25, -0.68, -5.82], [4.84, -4.47, 3.77], [3.25, -2.87, -0.80], [6.83, -2.12, 1.67], [-2.82, -0.76, -1.47], [-0.39, 0.04, 2.97], [-2.48, 2.53, -3.82], [-1.97, -1.17, 2.42], [-0.72, 1.78, -2.25], [1.89, -0.21, 4.18], [-3.09, 1.10, -0.94], [-0.02, -5.10, -2.59], [-3.37, 0.15, 1.73], [0.80, -0.11, -2.12], [0.13, 6.00, -2.05], [5.17, 1.24, -0.47], [-1.51, 6.48, -3.44], [0.05, 3.27, 7.17], [1.27, 2.65, 8.82], [2.26, -1.19, 1.24], [-6.74, 4.02, 1.58], [-1.00, -1.03, -3.09], [6.71, 3.04, -2.92], [3.62, -7.27, 0.80], [4.64, -1.41, 0.63], [2.52, -3.95, 4.44], [0.70, -7.17, -1.25], [-2.16, -3.33, 3.36], [2.72, 1.14, -4.78], [-3.37, -2.68, 4.32], [2.76, 0.42, -0.68], [2.91, 0.57, 6.53], [-5.40, 3.62, -0.46], [-3.55, -2.73, 2.55], [-2.96, 5.21, -5.49], [0.65, -1.46, 2.84], [3.96, -4.84, 0.31], [-6.14, 2.13, 4.69], [-1.20, 2.55, 4.87]],
  "mulliken_charge": [-0.104, -0.669, -0.031, -0.245, -0.296, -0.556, -0.565, -0.530, 0.090, -0.743, 0.109, -0.645, -0.493, -0.449, -0.255, -0.554, -0.598, -0.152, -0.608, -0.679, 0.105, -0.748, 0.762, -0.412, 0.189, -0.520, 0.473, -0.531, -0.807, 0.850, 0.186, 0.669, -0.791, -0.330, -0.929, -1.118, -0.672, -0.213, -1.331, -0.857, 0.667, -0.717, -0.972, -0.411, -0.361, 0.165, 1.202, 0.400, -0.818, 0.245, 0.181, 0.145, -0.534, -0.293, 0.392, 1.032, 0.857, -0.643, -0.995, -0.530, -1.065, 1.057, -0.857, 0.701, 0.299, 0.450, 0.403, 0.108, 0.271, 0.312, 0.240, 0.140, 0.512, 0.431, 0.358, 0.467, -0.040, 0.824, 0.191, -0.185, 0.025, 0.166, 0.397, 0.112, -0.136, 0.661, 0.524, 0.702, 0.721, 0.332, 0.053, 0.463, 0.357, 0.231, 0.301, -0.203, 0.478, 0.583, 0.273, 0.234, 0.361, 0.464, 0.317, 0.531, 0.250, 0.362, 0.012, 0.075, 0.295, 0.428]
}